Density functional theory data (ωB97M-V/def2-TZVPD) for 8 unconnected molecules or ions with the total composition C34H71N3O12S in a non-equilibrium geometry.

Calculated total energy in Eh: -2802.76221
SMILES: CCCOCc1c(S)c(CCN)c(NCC)c2c1C(=O)N(CCCC(=O)O)C2=O.CCO.CCO.CCO.CCO.CCO.CCO.CCO

The geometry in XYZ format:
```
121
Properties=species:S:1:pos:R:3:forces:R:3
C -0.874819 6.038279 -0.320978 -0.2 0.4 -0.8
C -1.723001 5.519363 -1.663794 1.1 -0.7 0.2
C -1.106157 4.010874 -2.035969 -0.7 1.4 0.7
O -2.138026 3.213860 -2.720456 1.8 -1.1 0.7
C -1.868829 1.767136 -2.638547 0.2 -1.1 -1.0
C -0.282265 1.356740 -2.720954 3.1 -0.6 0.5
C 0.512582 1.294212 -4.181785 2.5 -0.4 3.0
S -0.466509 1.742100 -5.757051 1.4 0.6 1.6
C 2.113819 0.897805 -4.335116 -1.5 0.0 2.6
C 2.897064 0.861633 -5.805536 0.9 0.3 0.7
C 4.204249 1.900667 -5.749932 0.0 0.4 -0.3
N 3.884942 3.230243 -5.099154 -0.1 -1.0 -0.3
C 2.974422 0.545394 -2.944879 -2.7 1.0 1.1
N 4.439062 0.171159 -2.967354 -2.9 -0.6 0.2
C 4.710911 -1.114092 -3.716993 1.0 -1.6 -0.4
C 3.458735 -2.171187 -3.766272 -0.4 -0.3 -1.3
C 2.156187 0.647905 -1.526114 -2.5 0.6 -0.6
C 0.566203 1.018695 -1.359323 2.0 0.0 -3.9
C 0.146160 0.961362 0.224691 -3.2 1.3 -0.8
O -1.019837 1.371713 0.731552 7.7 -3.0 -2.6
N 1.370824 0.336595 0.898203 0.1 0.3 -1.1
C 1.085384 -0.980369 1.585503 -1.0 -1.3 2.3
C 2.388002 -1.711643 2.260334 0.6 0.0 -0.5
C 3.233429 -0.789896 3.320469 1.2 0.3 0.9
C 2.367506 0.388586 4.061763 -4.7 -0.9 2.6
O 1.295318 0.050962 4.782894 6.6 2.2 -4.7
O 2.760050 1.827770 4.002146 -1.2 -3.0 -1.0
C 2.610766 0.436902 0.034949 4.4 0.1 -1.5
O 3.917281 0.419586 0.395428 -8.2 -0.2 -1.5
H 0.107292 6.563939 -0.688347 -1.9 -1.0 0.8
H -0.553177 5.147735 0.369860 -0.8 1.7 -1.3
H -1.533823 6.812043 0.259153 1.4 -1.5 -1.0
H -1.489541 6.258764 -2.561958 -0.7 -1.6 1.9
H -2.879271 5.452231 -1.472168 2.4 0.1 -0.3
H -0.849892 3.490464 -1.015129 -0.2 1.0 -2.1
H -0.186602 4.198352 -2.735699 -1.5 -0.7 1.4
H -2.337747 1.253181 -1.694612 1.1 1.2 -1.6
H -2.390042 1.278331 -3.585974 1.1 1.1 2.0
H -0.010862 3.056056 -6.045966 -0.3 -1.5 0.7
H 2.220531 1.229535 -6.695073 1.1 -0.9 2.1
H 3.349274 -0.216853 -6.036421 -1.4 2.2 0.5
H 5.126080 1.448717 -5.187585 -2.0 0.7 -1.0
H 4.563591 2.133787 -6.863871 -0.9 -0.7 2.4
H 3.082402 3.706027 -5.568688 0.9 -0.7 0.8
H 3.744028 3.145608 -4.064469 -0.1 0.0 -1.6
H 4.854640 0.075784 -2.015097 -1.1 0.4 -0.8
H 5.610711 -1.683112 -3.179277 -1.9 1.5 -1.0
H 5.124579 -0.850764 -4.800127 -1.1 -0.7 2.2
H 3.792798 -3.276842 -4.068431 -0.4 2.5 0.7
H 2.856819 -2.258378 -2.763681 1.3 0.4 -1.9
H 2.724400 -1.831786 -4.643590 1.4 -0.8 2.1
H 0.321526 -0.731622 2.469090 1.7 -0.5 -2.0
H 0.529177 -1.774944 0.912216 1.3 1.8 0.9
H 2.116055 -2.727879 2.823825 0.1 2.4 -1.4
H 3.132335 -2.003985 1.380435 -1.5 0.6 2.0
H 3.598136 -1.529185 4.183276 -1.0 1.8 -1.7
H 4.241989 -0.338294 2.872059 -2.6 -0.8 0.7
H 2.478098 2.235058 3.127385 0.5 -1.1 1.3
C 0.409779 -0.553739 7.681022 0.0 0.2 -0.1
C 1.574819 -0.626451 8.646177 -0.4 -0.2 -0.2
O 1.183417 -1.308371 9.828566 0.0 -0.4 0.4
H -0.438030 -0.034292 8.139722 0.1 0.0 0.0
H 0.693767 -0.026732 6.765882 -0.2 -0.1 0.3
H 0.062588 -1.557884 7.416531 0.1 0.1 -0.1
H 1.904312 0.378900 8.924939 0.0 -0.2 0.2
H 2.421995 -1.155849 8.199587 0.1 0.1 -0.1
H 0.900537 -2.202674 9.571249 0.1 0.5 0.1
C -0.378438 -5.006951 11.887376 0.2 0.0 0.2
C -1.171193 -4.118963 10.950813 0.0 -0.3 0.1
O -0.997190 -4.550947 9.609408 -0.1 -0.2 -0.4
H 0.685743 -4.984174 11.630450 -0.1 0.1 0.1
H -0.498201 -4.684320 12.925371 0.0 -0.1 -0.1
H -0.704313 -6.048733 11.801961 -0.1 0.1 0.1
H -0.827499 -3.082800 11.023219 -0.1 -0.1 -0.2
H -2.237964 -4.146446 11.193001 0.0 0.1 0.2
H -1.313043 -5.469181 9.553786 0.2 0.5 0.0
C -5.152005 -0.923163 -2.224658 -0.2 0.1 -0.1
C -4.150566 -2.049973 -2.371447 -0.2 0.2 0.2
O -2.919581 -1.687199 -1.763724 0.4 0.1 0.4
H -4.770971 -0.006997 -2.687758 0.0 -0.1 0.0
H -6.105238 -1.185203 -2.692154 0.1 0.0 0.1
H -5.327877 -0.696390 -1.168038 -0.1 -0.1 0.0
H -3.961133 -2.258467 -3.428636 0.2 0.0 0.2
H -4.518605 -2.966097 -1.899563 -0.1 0.0 -0.2
H -3.097087 -1.512257 -0.823566 0.1 -0.1 -0.5
C -7.260328 -6.391846 -2.551785 0.0 -0.3 -0.1
C -6.508596 -5.076968 -2.562937 -0.3 -0.1 0.1
O -7.356940 -4.037078 -3.026830 -0.2 0.3 0.1
H -7.623564 -6.635915 -3.555528 0.1 0.0 0.1
H -6.618732 -7.204931 -2.200910 -0.1 0.0 0.0
H -8.139047 -6.330198 -1.901511 0.1 0.0 0.1
H -5.644046 -5.135937 -3.230829 -0.2 0.2 0.0
H -6.153350 -4.819462 -1.560489 0.2 -0.2 0.0
H -8.117265 -3.987332 -2.422311 0.4 0.0 -0.4
C -2.835603 -1.462948 3.292641 -0.1 -0.1 -0.2
C -2.868332 -0.943702 4.715119 0.4 0.0 -0.1
O -1.677294 -1.313485 5.394049 0.1 0.0 -0.1
H -2.732093 -2.552997 3.283226 -0.1 0.1 0.1
H -3.749039 -1.190222 2.756802 0.1 0.0 -0.1
H -1.974690 -1.056748 2.751687 -0.1 0.1 0.0
H -3.717304 -1.369134 5.258496 0.2 0.0 0.1
H -2.958592 0.146686 4.732924 -0.2 0.0 -0.1
H -0.930003 -0.923897 4.908469 -0.2 -0.1 0.4
C 4.032549 6.543472 0.932534 0.1 0.2 0.1
C 2.656066 5.934759 0.762562 0.3 -0.1 -0.1
O 2.470464 5.523296 -0.583731 0.0 -0.3 -0.3
H 4.157973 7.403307 0.266228 -0.1 -0.1 0.1
H 4.189823 6.870175 1.964231 0.1 0.0 -0.1
H 4.811192 5.820252 0.668962 -0.1 0.0 0.1
H 1.880793 6.667451 1.005706 0.0 -0.2 -0.2
H 2.527470 5.066504 1.416020 0.0 0.1 0.2
H 3.158565 4.866675 -0.787143 -0.4 0.4 0.1
C 0.598736 0.059765 -9.720565 0.1 0.0 -0.2
C -0.443414 -0.830174 -9.075539 0.2 0.3 0.2
O -0.062941 -1.134702 -7.741838 0.1 0.0 0.3
H 1.577036 -0.432105 -9.722089 -0.2 0.0 0.0
H 0.322572 0.300049 -10.751034 0.1 0.1 0.1
H 0.712447 0.992856 -9.159126 -0.1 0.0 -0.1
H -0.538054 -1.770453 -9.626831 0.0 0.1 0.2
H -1.421685 -0.340170 -9.058440 -0.1 0.0 -0.2
H 0.010247 -0.293809 -7.258564 -0.1 -0.3 -0.2
```
Positions in Å, forces in eV/Å.

Atomic partial charges in e from the Löwdin method, atoms 1 to 4: number 1, C, carries -0.136; number 2, C, carries -0.184; number 3, C, carries -0.203; number 4, O, carries -0.206